The following is a DFT calculation (the ωB97M-V functional and the def2-TZVPD basis) of a 11-piece molecular cluster, C31H80IN2O13PS overall in a non-equilibrium geometry.

Cartesian coordinates (Å):
C1 -2.449 -1.084 -4.237
C2 -2.882 0.374 -4.331
C3 -3.640 0.936 -3.139
C4 -3.049 0.791 -1.720
P1 -3.295 -0.925 -0.994
S1 -1.748 -2.094 -0.836
N1 -4.010 1.621 -0.922
C5 -3.469 2.450 0.003
O1 -4.106 3.102 0.755
C6 -1.936 2.351 -0.074
C7 -1.586 1.773 1.288
O2 -1.798 0.362 1.398
N2 -1.555 -0.007 2.731
O3 -1.185 -1.111 2.830
C8 -1.766 1.599 -1.402
C9 -0.373 1.055 -1.837
I1 0.292 2.346 -3.517
C10 0.764 1.125 -0.798
C11 1.086 -0.207 -0.080
H1 -2.238 -1.495 -5.215
H2 -1.571 -1.244 -3.627
H3 -3.246 -1.670 -3.793
H4 -2.025 0.970 -4.612
H5 -3.559 0.428 -5.176
H6 -3.735 2.003 -3.293
H7 -4.652 0.553 -3.105
H8 -3.854 -0.707 0.279
H9 -4.321 -1.561 -1.712
H10 -4.882 1.179 -0.647
H11 -1.458 3.319 -0.117
H12 -0.568 1.984 1.579
H13 -2.210 2.264 2.028
H14 -1.913 2.407 -2.106
H15 -0.398 0.067 -2.256
H16 1.662 1.343 -1.346
H17 0.658 1.934 -0.100
H18 0.574 -0.309 0.860
H19 2.145 -0.168 0.132
H20 0.932 -1.029 -0.755
C12 1.345 -1.538 5.026
C13 2.489 -2.298 4.388
O4 3.289 -1.441 3.571
H21 0.714 -1.087 4.264
H22 0.731 -2.198 5.643
H23 1.727 -0.731 5.655
H24 2.114 -3.092 3.745
H25 3.125 -2.748 5.159
H26 3.634 -0.739 4.135
C14 3.968 3.505 0.325
C15 2.928 4.473 -0.205
O5 1.617 4.090 0.209
H27 3.752 2.496 -0.033
H28 4.970 3.787 -0.001
H29 3.960 3.471 1.415
H30 2.932 4.475 -1.295
H31 3.126 5.494 0.141
H32 1.596 4.105 1.172
C16 -8.027 -1.171 -2.530
C17 -7.115 -0.993 -1.333
O6 -6.739 0.378 -1.166
H33 -7.535 -0.815 -3.438
H34 -8.299 -2.215 -2.661
H35 -8.942 -0.590 -2.408
H36 -6.201 -1.560 -1.467
H37 -7.606 -1.344 -0.420
H38 -7.540 0.896 -1.035
C18 5.321 0.311 -2.323
C19 4.378 -0.719 -1.726
O7 3.072 -0.612 -2.288
H39 4.938 1.318 -2.156
H40 6.316 0.235 -1.880
H41 5.411 0.172 -3.403
H42 4.276 -0.565 -0.652
H43 4.759 -1.732 -1.893
H44 3.158 -0.765 -3.236
C20 -0.892 -5.096 -4.205
C21 -1.161 -5.880 -2.932
O8 -0.657 -5.201 -1.791
H45 0.179 -4.930 -4.328
H46 -1.269 -5.626 -5.082
H47 -1.370 -4.114 -4.158
H48 -0.669 -6.852 -2.970
H49 -2.237 -6.047 -2.805
H50 -1.101 -4.343 -1.750
C22 -11.782 -4.539 -3.225
C23 -10.870 -4.322 -2.033
O9 -10.526 -2.944 -1.884
H51 -11.303 -4.187 -4.139
H52 -12.030 -5.595 -3.343
H53 -12.711 -3.976 -3.108
H54 -9.937 -4.869 -2.161
H55 -11.349 -4.673 -1.113
H56 -11.345 -2.452 -1.757
C24 1.029 -1.769 9.447
C25 2.187 -2.503 8.794
O10 2.977 -1.621 7.999
H57 0.399 -1.305 8.688
H58 0.419 -2.450 10.042
H59 1.395 -0.972 10.098
H60 1.819 -3.284 8.131
H61 2.823 -2.969 9.553
H62 3.320 -0.930 8.576
C26 5.891 3.202 5.330
C27 6.381 2.967 3.913
O11 5.866 3.953 3.015
H63 4.800 3.186 5.362
H64 6.275 2.439 6.008
H65 6.211 4.182 5.694
H66 6.046 2.000 3.549
H67 7.474 2.985 3.876
H68 6.166 4.819 3.311
C28 3.632 5.896 -5.585
C29 2.686 4.861 -5.004
O12 1.382 4.971 -5.573
H69 3.247 6.901 -5.412
H70 4.624 5.817 -5.137
H71 3.730 5.766 -6.666
H72 2.575 5.003 -3.931
H73 3.069 3.849 -5.178
H74 1.464 4.833 -6.523
C30 6.487 -1.316 1.622
C31 7.602 -0.781 2.501
O13 7.093 -0.229 3.717
H75 5.775 -0.525 1.385
H76 6.887 -1.721 0.690
H77 5.931 -2.103 2.133
H78 8.138 0.020 1.994
H79 8.317 -1.574 2.742
H80 6.627 -0.930 4.187

Cartesian forces, eV/Å:
-0.197 0.131 0.213
-0.052 -0.669 -0.354
1.198 -0.261 -0.249
-1.811 0.811 1.334
1.461 -0.617 0.214
0.034 -0.184 -0.098
-0.005 -1.169 -0.054
1.405 -0.637 -1.694
-1.181 1.412 1.897
-0.953 -1.040 0.302
0.378 0.192 0.687
0.107 -0.346 -0.498
0.369 -0.104 0.416
-0.598 0.346 -0.394
1.004 -0.274 -1.017
0.258 0.856 0.727
0.013 -0.203 0.091
0.086 -0.971 -0.295
0.120 1.115 -0.216
0.029 -0.077 -0.310
0.232 0.060 0.221
-0.198 -0.365 0.002
0.157 0.345 0.181
-0.230 0.215 -0.238
-0.095 0.386 0.055
-0.306 -0.271 0.008
-0.259 0.229 -0.297
-0.118 0.517 -0.088
-0.411 0.443 -0.436
0.018 0.337 -0.062
0.453 -0.021 -0.186
-0.201 0.223 0.096
-0.269 0.351 -0.077
-0.198 -0.315 -0.236
0.342 0.196 -0.246
-0.225 0.373 0.084
-0.419 -0.389 0.162
0.346 -0.133 0.237
-0.195 -0.464 0.028
0.025 0.120 -0.018
0.114 0.220 0.222
0.083 -0.065 -0.084
-0.032 -0.094 -0.049
0.002 0.026 0.025
0.025 -0.111 0.124
0.072 0.047 -0.107
-0.104 -0.091 0.023
-0.071 -0.037 -0.055
-0.076 -0.119 -0.080
0.067 -0.130 0.322
-0.193 0.105 -0.038
0.004 0.024 -0.088
0.020 -0.004 0.066
0.097 0.121 0.002
-0.179 0.002 -0.010
0.113 0.007 -0.091
0.074 0.032 -0.065
0.227 0.123 -0.137
-0.617 0.213 -0.020
0.249 -0.151 0.034
0.063 -0.022 0.030
-0.093 0.013 0.024
-0.064 -0.108 0.049
0.055 0.002 0.050
0.045 -0.110 -0.022
0.088 0.009 0.000
-0.039 0.055 0.029
-0.001 0.030 -0.324
0.131 -0.013 -0.045
0.008 -0.008 0.057
0.007 0.001 -0.021
0.062 -0.056 0.014
-0.101 -0.044 -0.003
0.081 0.003 0.132
-0.099 0.045 0.059
0.019 -0.018 -0.042
-0.056 0.344 0.075
0.033 -0.122 -0.095
0.007 -0.052 0.002
-0.007 0.026 -0.003
-0.061 -0.027 -0.007
0.011 -0.007 0.071
-0.004 -0.113 -0.114
0.034 -0.007 0.130
0.050 0.034 -0.040
-0.304 0.182 -0.008
-0.002 -0.100 0.024
0.038 -0.044 0.004
-0.026 0.010 0.003
-0.036 -0.069 0.044
0.062 0.079 0.045
0.048 -0.134 -0.022
0.072 -0.025 -0.010
-0.026 0.021 -0.065
0.065 0.284 0.181
0.031 -0.044 -0.090
-0.015 -0.055 -0.020
0.006 0.018 0.021
0.006 -0.058 0.066
0.078 0.019 -0.081
-0.084 -0.116 0.004
-0.025 -0.056 -0.049
-0.049 0.014 -0.021
-0.002 0.344 0.090
-0.051 -0.012 -0.029
0.000 -0.056 -0.013
0.017 0.016 0.002
0.070 -0.038 0.036
0.029 0.013 -0.093
0.010 -0.150 0.043
-0.007 -0.085 0.002
-0.046 0.050 0.017
0.044 0.027 -0.358
-0.011 -0.019 0.118
0.008 -0.008 0.058
0.007 -0.006 -0.027
0.067 -0.056 0.013
-0.115 -0.035 0.003
0.082 0.003 0.131
-0.035 0.002 0.073
-0.004 0.042 0.005
-0.230 -0.206 0.122
0.034 0.032 -0.009
0.025 0.041 -0.019
-0.004 -0.011 0.012
0.006 -0.053 -0.014
0.016 0.068 0.105
0.066 0.025 -0.115
0.025 0.027 -0.073

E_HOMO ... -8.32 eV
SMILES string ... CCC[C@]1([PH2]=S)NC(=O)[C@@H](CON=O)[C@H]1[C@@H](I)CC.CCO.CCO.CCO.CCO.CCO.CCO.CCO.CCO.CCO.CCO
DFT total energy ... -91261.4227 eV
Kohn-Sham gap ... 0.3190 Ha